# C27H60BrN4O3P

3 unconnected molecules or ions with the total composition C27H60BrN4O3P in a non-equilibrium geometry (ωB97M-V/def2-TZVPD, OMol25).

Each line ends with the Löwdin charge.
Element x y z (Å)
C: -6.429 0.381 1.328  -0.276
H: 10.276 -3.074 -0.299  0.088
H: 1.361 -4.593 -2.777  0.113
C: -9.009 2.564 -1.551  -0.416
H: -7.103 3.009 -2.233  0.046
H: 2.730 -2.488 -2.599  0.126
H: 1.048 0.114 -2.517  0.079
C: 8.469 -0.757 1.824  -0.172
C: 7.650 0.210 -0.404  -0.478
H: 7.748 -3.691 -1.762  0.093
H: 1.981 -4.350 -1.162  0.102
H: 1.012 -4.239 0.918  0.077
C: 8.170 -2.163 1.312  -0.133
H: -7.031 -0.457 1.674  0.119
H: 2.334 -1.123 0.814  0.091
N: 7.437 -1.210 -0.837  -0.107
Br: -9.880 0.009 -0.015  0.104
H: -6.684 5.013 4.697  0.066
N: 0.084 -1.641 -0.638  -0.104
O: 6.204 -1.531 -0.900  -0.035
H: -7.224 -0.133 -0.616  0.054
C: -3.575 0.790 -0.384  -0.065
H: 8.286 -0.716 2.900  0.113
H: 9.392 0.149 -1.737  0.076
C: 0.260 -3.467 1.083  -0.022
H: -4.619 1.943 1.140  0.097
H: 6.710 2.098 -0.720  0.089
N: -8.001 2.707 -2.587  -0.017
H: 2.726 0.016 -1.968  0.085
H: -9.772 1.875 -1.894  0.026
H: -7.388 6.413 1.660  0.111
H: 6.549 0.113 1.436  0.124
C: -4.152 0.959 1.024  -0.256
H: 1.469 0.627 -0.882  0.092
C: -1.909 -2.900 0.016  -0.044
H: -0.830 -3.749 -2.195  0.124
C: -0.409 -2.997 -0.229  -0.477
H: -8.038 5.234 3.605  0.068
C: 1.285 -3.945 -1.902  -0.172
H: 8.849 1.761 -1.347  0.080
H: -8.665 4.382 1.387  0.103
H: 8.850 -2.889 1.763  0.124
H: -6.586 1.211 2.024  0.104
C: 8.993 0.764 -0.934  -0.022
H: -3.749 1.664 -1.010  0.066
H: -8.921 2.116 1.266  0.015
H: -9.504 3.516 -1.359  0.078
H: 6.502 0.975 -2.074  0.095
H: 5.554 0.768 -0.598  0.071
C: -7.108 4.682 3.753  -0.100
H: 1.084 -2.204 -3.147  0.125
H: -6.442 3.362 -0.221  0.073
H: 10.272 -1.324 -0.240  0.062
H: -0.399 -4.984 -1.023  0.125
C: 2.531 -1.758 -0.052  -0.029
H: -7.857 1.820 -3.050  0.073
O: -5.095 -0.045 1.362  -0.147
H: -8.225 5.054 -0.192  0.104
H: -2.455 -2.642 -0.887  0.078
C: 1.683 -2.523 -2.289  -0.130
C: -7.831 4.560 0.704  -0.296
C: -6.145 4.934 2.585  -0.263
H: -0.488 -3.881 1.757  0.080
P: -8.305 1.916 0.036  0.619
H: 7.858 1.284 1.436  0.126
O: -0.760 -0.998 -1.346  -0.037
C: 1.489 -1.520 -1.150  -0.489
H: 9.826 -2.153 -1.733  0.091
H: -3.355 0.895 1.764  0.116
C: -6.837 5.518 1.361  -0.217
H: -6.129 1.266 -0.648  0.063
C: -6.905 0.754 -0.081  -0.327
H: -6.108 5.831 0.609  0.107
H: -7.372 3.631 3.847  0.065
C: 9.749 -2.185 -0.646  -0.034
C: 8.281 -2.280 -0.209  -0.493
C: 7.752 -3.629 -0.673  -0.042
H: 0.734 -2.642 1.610  0.075
H: 2.586 -2.790 0.286  0.064
H: 9.526 -0.515 1.687  0.102
H: -2.135 -2.153 0.778  0.092
H: -5.650 4.007 2.302  0.078
H: 9.752 0.842 -0.157  0.077
H: 8.404 -4.412 -0.285  0.088
H: -5.364 5.626 2.905  0.101
C: 6.527 1.057 -0.987  -0.046
C: -0.146 -3.981 -1.373  -0.136
H: -2.262 -3.870 0.367  0.089
H: -4.072 -0.057 -0.859  0.081
N: -7.234 3.268 0.401  -0.229
C: 1.686 -0.102 -1.664  -0.039
C: 7.586 0.273 1.125  -0.136
H: 6.742 -3.813 -0.317  0.078
H: 7.157 -2.446 1.614  0.125
H: -2.514 0.560 -0.360  0.053
H: 3.517 -1.500 -0.440  0.073

Computed properties:
DFT total energy   -120403.312 eV
HOMO-LUMO gap (alpha / beta)   8.67 / 9.30 eV
2S+1   3
HOMO level (alpha / beta)   -8.02 / -8.89 eV
Lowest unoccupied orbital energy (alpha / beta)   0.64 / 0.42 eV

=====

# C27H62B2Br4F4KLiMgN2O7P

A molecular structure, C27H62B2Br4F4KLiMgN2O7P in a non-equilibrium geometry (ωB97M-V/def2-TZVPD, OMol25).

Each line ends with the Löwdin charge.
Element x y z (Å)
H: 4.480 8.291 -1.485  0.070
C: -2.287 -5.898 -0.599  -0.159
H: -5.899 0.827 0.065  0.076
B: -2.991 -4.766 2.883  -0.683
C: -5.433 1.069 1.019  -0.061
H: -2.212 1.167 -2.670  0.079
H: 4.186 7.555 1.322  0.125
H: -1.315 5.749 0.005  0.092
Br: 0.409 -1.965 2.541  0.527
H: -4.044 -0.552 1.240  0.108
H: 3.918 5.738 -0.408  0.128
H: -4.425 0.610 -1.658  0.123
H: -0.917 4.456 1.158  0.071
H: -0.762 -6.441 1.865  0.086
H: -2.705 -2.924 1.851  0.077
H: -2.797 -3.789 -0.187  0.062
N: 4.820 8.268 -0.533  -0.049
H: -1.501 -0.270 -1.920  0.051
Br: 4.672 -11.597 6.395  0.630
H: -0.528 3.862 -1.251  0.120
H: -3.762 -0.879 -1.004  0.125
H: 3.463 10.651 0.360  0.110
H: -0.161 -6.728 4.727  0.060
H: -2.956 4.084 -1.026  0.064
C: -3.514 0.161 -1.238  -0.229
H: 1.244 -2.239 -0.297  -0.089
Li: -3.473 -6.046 5.493  0.648
H: -1.362 -6.430 -0.840  0.067
C: 3.764 7.765 0.335  -0.213
C: 3.055 -9.240 6.589  -0.703
O: 2.383 6.766 -1.388  -0.218
C: 0.151 -4.870 3.108  -0.676
O: 1.225 -1.704 -5.468  0.037
C: -2.424 0.163 -2.300  -0.069
H: -2.672 -6.255 0.362  0.046
O: 0.073 -0.574 -3.868  0.155
Mg: -1.536 -8.891 5.079  0.668
H: 4.869 11.659 0.077  0.123
H: 0.557 5.240 -1.421  0.109
H: -1.253 -7.635 3.722  -0.144
H: -1.527 -2.060 -7.407  0.085
H: 3.962 -8.803 6.992  0.052
H: -6.035 0.611 1.805  0.080
C: 2.952 6.252 -2.581  -0.107
H: -1.830 -4.078 -1.613  0.080
H: 6.154 9.813 -0.843  0.120
H: 0.162 5.857 0.982  0.075
H: -0.060 -1.121 -7.750  0.080
F: 2.373 0.681 -3.193  0.141
C: -1.963 -4.389 -0.570  -0.422
H: -4.016 2.837 -1.670  0.082
H: 3.178 5.186 -2.484  0.089
H: 2.951 8.494 0.462  0.107
H: 3.742 -10.039 4.723  0.057
C: -0.224 -7.273 3.781  -0.244
C: 4.341 10.774 -0.286  -0.227
B: -0.614 -3.719 2.188  -1.127
H: 2.480 -8.470 6.077  0.040
C: 2.469 -0.373 -4.027  -0.515
H: 2.135 10.088 -1.308  0.087
H: 0.215 -2.652 -1.661  0.044
C: 1.078 -0.875 -4.452  -0.401
H: 2.447 -10.995 5.472  0.044
C: -3.546 3.204 -0.758  -0.045
K: 2.294 -1.076 1.024  0.690
H: 2.219 6.383 -3.376  0.091
H: -0.238 -4.805 4.122  0.064
C: -0.503 5.177 0.458  0.012
Br: 2.081 -4.404 3.309  0.628
H: -0.588 -2.720 -5.194  0.111
O: 3.942 11.083 -1.608  -0.174
C: 3.331 -10.396 5.665  -0.716
N: -3.115 0.807 -0.007  -0.114
H: -3.011 -6.128 -1.388  0.079
H: 0.456 -3.243 -6.519  0.121
H: -1.692 2.129 -0.706  0.096
H: 5.709 9.565 0.836  0.118
H: -0.441 -1.663 -0.371  0.030
F: -2.697 -1.344 -4.938  -0.460
C: -2.178 -3.461 2.647  -0.094
H: -3.532 0.912 2.028  0.119
H: -2.312 2.498 0.872  0.114
H: -3.099 -6.616 3.550  0.081
Br: 1.968 -9.777 8.113  0.578
C: 5.310 9.600 -0.183  -0.197
F: 3.232 -0.013 -5.067  0.171
O: 1.234 3.758 -0.170  0.052
H: 0.440 -8.148 3.800  0.057
C: -2.618 2.160 -0.122  -0.229
H: 3.155 9.446 -2.626  0.071
H: 1.009 -6.593 2.147  0.091
P: -0.339 -4.068 0.263  0.974
H: -2.749 -0.441 -3.168  0.054
C: 0.267 4.437 -0.720  -0.368
H: 2.321 10.985 -2.826  0.089
H: 2.464 6.089 0.527  0.099
O: -4.197 -5.032 2.257  0.146
C: 2.837 10.353 -2.103  -0.101
C: 0.053 -2.373 -6.003  -0.188
C: 3.153 6.495 -0.218  -0.217
H: -5.477 2.146 1.166  0.063
H: -4.324 3.532 -0.073  0.067
C: 0.050 -6.313 2.583  -0.279
F: 3.102 -1.365 -3.353  0.139
H: -1.142 -0.643 -6.435  0.060
H: -4.128 -4.986 1.285  0.105
C: 0.225 -2.510 -0.576  -0.373
C: -0.714 -1.496 -6.957  -0.085
C: -4.000 0.534 1.115  -0.220
H: 3.862 6.790 -2.863  0.083
O: -2.590 -5.798 3.765  -0.052
H: -2.193 -2.804 3.524  0.094

Computed properties:
DFT total energy   -369960.749 eV
HOMO-LUMO gap   1.95 eV
Charge   +1
HOMO level   -9.60 eV
Lowest unoccupied orbital energy   -7.65 eV

=====

# C27H63N7O9Pt

A molecular structure, C27H63N7O9Pt in a non-equilibrium geometry (ωB97M-V/def2-TZVPD, OMol25).

Each line ends with the Löwdin charge.
Element x y z (Å)
Pt: -3.508 -1.890 1.658  0.856
H: 6.991 -0.863 2.376  0.084
H: 0.062 -1.588 -0.050  0.064
C: 0.183 -0.557 0.284  -0.069
H: -4.991 -0.489 -6.452  0.126
O: 3.230 4.422 -2.243  -0.030
O: 3.031 -2.607 -0.568  0.008
C: 3.950 -0.894 1.996  -0.296
O: -2.209 -0.434 0.464  -0.471
H: 1.251 -2.117 -4.433  0.093
C: -1.068 0.543 -1.560  -0.070
O: -4.197 -3.300 0.181  -0.499
H: 3.788 -1.103 -2.244  0.084
N: -3.384 -0.855 -5.308  -0.165
H: 2.299 -3.999 2.061  0.087
H: -3.036 -5.840 -1.659  0.056
H: -3.526 -5.773 0.058  0.062
H: -0.529 1.568 4.236  0.103
H: 6.125 0.237 4.137  0.078
C: 2.211 2.763 3.758  -0.421
H: 0.345 -3.155 -3.439  0.096
H: -4.705 3.313 0.426  0.089
H: 1.871 -2.854 3.390  0.064
N: 0.947 2.953 4.013  -0.180
H: 0.927 4.558 -0.863  0.083
C: 0.004 -4.910 1.465  -0.020
H: -2.084 -2.090 -4.118  0.063
H: -1.019 1.221 0.431  0.082
H: 5.323 1.663 3.496  0.085
C: -3.958 -0.223 -4.144  -0.071
O: 3.083 3.542 4.044  -0.001
C: 5.212 0.591 3.657  -0.028
H: -4.969 0.082 -4.417  0.078
C: -1.091 0.241 -0.040  -0.596
C: 2.157 -2.739 -1.395  -0.351
H: -3.461 0.710 -3.877  0.080
H: 0.535 1.304 2.765  0.070
H: -1.306 -0.737 -4.934  0.078
C: -2.311 4.780 1.313  -0.335
H: 2.524 -0.045 -2.671  0.087
H: 0.250 -4.586 0.454  0.059
H: -1.724 1.398 -1.725  0.050
H: -4.739 -5.764 -1.170  0.059
C: -4.012 -0.990 -6.512  -0.322
H: 1.362 -3.500 -1.371  0.128
N: 2.478 3.017 -0.544  -0.152
H: -1.653 -2.057 -5.882  0.085
C: -3.735 -5.403 -0.946  -0.086
C: 6.272 -0.444 1.672  -0.071
C: 0.353 4.106 4.719  -0.008
C: 2.848 1.946 0.451  -0.045
H: 6.098 -0.955 0.725  0.089
H: 6.704 0.513 1.381  0.084
C: -2.304 -3.362 -1.445  -0.085
H: 0.354 3.234 -0.089  0.058
H: -4.037 -0.701 -3.168  0.096
C: -3.704 -3.852 -1.040  -0.561
H: -4.435 4.007 -1.109  0.081
C: -4.481 5.977 0.887  -0.029
H: -1.442 -0.265 -2.189  0.036
H: -1.570 -3.725 -0.725  0.048
H: 1.120 4.829 4.995  0.086
N: 5.055 -0.207 2.420  -0.180
H: 4.130 -1.488 1.086  0.107
H: 0.304 -0.531 1.367  0.055
O: -3.576 -1.642 -7.469  -0.021
C: 2.887 -1.056 -2.855  -0.071
N: -3.470 4.899 0.672  -0.165
H: 1.526 4.339 0.777  0.092
C: -2.071 -1.508 -5.039  -0.037
C: 0.045 2.018 3.426  -0.035
H: 1.953 1.546 0.927  0.058
H: -0.267 3.897 5.590  0.088
H: 3.408 2.446 1.241  0.076
H: -1.683 3.935 0.990  0.116
C: 1.642 -3.805 2.909  -0.068
O: -1.739 -2.733 2.347  -0.262
H: 1.007 -0.153 -0.304  0.049
H: -2.046 -3.687 -2.453  0.053
O: 2.824 -0.839 2.539  -0.039
N: 1.930 -2.030 -2.513  -0.182
N: 0.264 -3.847 2.469  -0.151
H: 4.401 0.474 4.376  0.086
H: -0.316 4.630 4.036  0.069
C: -0.624 -2.888 2.829  -0.292
C: -3.921 3.772 -0.177  -0.040
H: -2.130 -2.291 -1.346  0.044
H: 3.520 1.230 -0.024  0.075
H: 1.796 -4.585 3.654  0.083
H: -0.223 -2.154 3.545  0.147
H: -0.101 0.814 -1.983  0.057
H: -3.927 6.876 1.158  0.081
C: 3.359 3.379 -1.582  -0.302
H: -4.367 -3.690 -1.890  0.102
H: -5.251 5.731 1.618  0.087
H: 0.123 -1.385 -3.309  0.060
H: 4.157 2.636 -1.735  0.122
H: 0.624 -5.794 1.614  0.088
H: -1.072 -5.036 1.348  0.084
H: 3.279 -1.110 -3.871  0.093
H: -3.196 2.978 -0.355  0.074
C: 0.850 -2.190 -3.422  -0.059
H: -5.043 6.293 0.008  0.079
H: -0.519 2.712 2.803  0.081
H: 2.439 1.740 3.422  0.113
C: 1.274 3.815 -0.145  -0.035
O: -1.949 5.641 2.132  -0.034

Computed properties:
DFT total energy   -61119.818 eV
HOMO-LUMO gap (alpha / beta)   4.26 / 6.36 eV
2S+1   4
Charge   -1
Energy relative to the best compared isomer or geometry (same formula, charge and spin)   0.000 eV
HOMO level (alpha / beta)   -2.20 / -4.30 eV
Lowest unoccupied orbital energy (alpha / beta)   2.05 / 2.05 eV